(1)
The following is a DFT calculation (ωB97M-V/def2-TZVPD) of C19H24N2O3 in the gas phase.

- LUMO: 0.6856 eV
- E_HOMO: -8.33 eV
- ΔE to the lowest compared entry with this formula, charge and spin: 98.79 kJ/mol

The geometry in ORCA input format:
```
! RIJCOSX wB97M-V def2-TZVPD def2/J DEFGRID3
* xyz 0 1
C -4.34 -1.23 1.09
C -3.11 -0.59 0.46
C -3.50 0.38 -0.68
C -3.13 1.84 -0.39
C -1.64 2.04 -0.30
C -1.01 2.20 0.92
C 0.37 2.31 1.00
C 1.14 2.26 -0.15
C 0.51 2.11 -1.38
C -0.86 2.00 -1.45
N -2.19 -1.65 0.06
C -0.90 -1.21 -0.42
C 0.15 -2.31 -0.19
O 0.06 -2.77 1.14
C 1.50 -1.72 -0.47
C 2.07 -1.78 -1.74
C 3.24 -1.12 -2.01
C 3.90 -0.38 -1.03
O 5.02 0.27 -1.36
C 3.36 -0.35 0.28
C 4.09 0.39 1.33
N 3.70 0.21 2.60
O 5.01 1.16 1.07
C 2.15 -1.01 0.52
H -5.00 -0.47 1.50
H -4.89 -1.81 0.35
H -4.04 -1.90 1.90
H -2.58 -0.02 1.24
H -4.58 0.32 -0.85
H -3.01 0.07 -1.60
H -3.60 2.15 0.55
H -3.53 2.47 -1.19
H -1.60 2.25 1.83
H 0.85 2.44 1.96
H 2.21 2.35 -0.10
H 1.10 2.07 -2.28
H -1.35 1.89 -2.41
H -2.64 -2.26 -0.62
H -0.60 -0.34 0.19
H -0.88 -0.90 -1.47
H -0.05 -3.15 -0.88
H -0.88 -2.71 1.37
H 1.57 -2.34 -2.52
H 3.68 -1.14 -3.00
H 5.32 0.78 -0.56
H 3.02 -0.49 2.86
H 4.22 0.68 3.33
H 1.69 -0.97 1.49
*
```

natural (NBO) population analysis, charges in e, atoms 1 to 5: C -0.602; C -0.047; C -0.412; C -0.436; C 0.066

---

(2)
The following is a DFT calculation (ωB97M-V/def2-TZVPD) of C19H24N2O3S in the gas phase in a non-equilibrium geometry.

- LUMO: 0.4192 eV
- E_HOMO: -8.87 eV
- ΔE to the lowest compared entry with this formula, charge and spin: 18.80 kJ/mol

The geometry in ORCA input format:
```
! RIJCOSX wB97M-V def2-TZVPD def2/J DEFGRID3
* xyz 0 1
C 2.12 -4.41 0.66
C 2.23 -2.92 0.71
C 1.35 -2.17 1.48
C 1.46 -0.79 1.55
C 2.46 -0.16 0.83
S 2.56 1.63 0.86
O 3.88 2.03 0.45
O 2.06 2.08 2.12
N 1.50 2.16 -0.30
C 1.94 2.17 -1.68
C 1.61 0.90 -2.46
C 0.13 0.83 -2.84
C -0.41 -0.59 -2.96
C -0.50 -1.32 -1.61
C -1.36 -0.52 -0.65
O -0.89 0.32 0.10
N -2.68 -0.82 -0.73
C -3.76 -0.26 -0.04
C -3.61 0.72 0.94
C -4.73 1.23 1.58
C -6.00 0.77 1.26
C -6.15 -0.20 0.29
C -5.04 -0.72 -0.36
C 3.36 -0.89 0.07
C 3.24 -2.26 0.01
H 2.38 -4.78 -0.33
H 2.81 -4.86 1.37
H 1.11 -4.74 0.91
H 0.57 -2.67 2.04
H 0.79 -0.19 2.14
H 0.57 1.77 -0.14
H 1.50 3.04 -2.18
H 3.02 2.32 -1.62
H 2.22 0.87 -3.37
H 1.88 0.04 -1.85
H -0.46 1.37 -2.09
H -0.02 1.35 -3.79
H 0.24 -1.17 -3.63
H -1.41 -0.56 -3.42
H -0.91 -2.32 -1.76
H 0.49 -1.41 -1.17
H -2.95 -1.53 -1.40
H -2.63 1.08 1.19
H -4.60 1.99 2.34
H -6.86 1.17 1.77
H -7.13 -0.57 0.03
H -5.16 -1.48 -1.11
H 4.14 -0.36 -0.45
H 3.94 -2.84 -0.58
*
```

natural (NBO) population analysis, charges in e, atoms 1 to 5: C -0.631; C -0.013; C -0.176; C -0.180; C -0.349

---

(3)
The following is a DFT calculation (ωB97M-V/def2-TZVPD) of C19H24N2O4 in the gas phase in a non-equilibrium geometry.

- LUMO: -0.4163 eV
- E_HOMO: -8.33 eV
- ΔE to the lowest compared entry with this formula, charge and spin: 263.97 kJ/mol

The geometry in ORCA input format:
```
! RIJCOSX wB97M-V def2-TZVPD def2/J DEFGRID3
* xyz 0 1
C 7.45 1.13 -0.07
C 6.00 1.57 0.04
O 5.21 0.42 0.25
C 3.86 0.52 0.32
C 3.18 1.73 0.27
C 1.81 1.80 0.39
C 1.05 0.64 0.55
C -0.38 0.77 0.67
C -1.34 -0.18 0.78
C -1.15 -1.57 0.79
N -1.10 -2.72 0.78
C -2.76 0.30 0.90
O -3.04 1.48 0.83
N -3.68 -0.67 1.10
C -5.09 -0.40 1.20
C -5.85 -0.80 -0.08
C -5.58 0.17 -1.24
C -6.68 1.21 -1.03
C -7.83 0.36 -0.49
O -7.24 -0.77 0.16
C 1.73 -0.58 0.57
C 3.10 -0.67 0.46
O 3.60 -1.93 0.57
C 4.82 -2.31 -0.04
C 4.79 -2.17 -1.56
H 8.09 1.99 -0.23
H 7.56 0.44 -0.90
H 7.75 0.63 0.84
H 5.87 2.27 0.88
H 5.68 2.08 -0.89
H 3.73 2.65 0.16
H 1.32 2.76 0.36
H -0.76 1.79 0.67
H -3.38 -1.63 1.10
H -5.51 -0.95 2.04
H -5.20 0.67 1.38
H -5.58 -1.83 -0.34
H -5.71 -0.33 -2.19
H -4.58 0.60 -1.18
H -6.37 1.95 -0.29
H -6.96 1.73 -1.95
H -8.47 -0.01 -1.30
H -8.45 0.89 0.24
H 1.19 -1.51 0.69
H 4.92 -3.37 0.23
H 5.66 -1.76 0.38
H 5.69 -2.59 -1.99
H 3.93 -2.70 -1.97
H 4.72 -1.12 -1.85
*
```

natural (NBO) population analysis, charges in e, atoms 1 to 5: C -0.619; C -0.062; O -0.510; C 0.260; C -0.297

---

(4)
The following is a DFT calculation (ωB97M-V/def2-TZVPD) of C19H24N2O4 in the gas phase in a non-equilibrium geometry.

- LUMO: -0.0257 eV
- E_HOMO: -8.51 eV
- ΔE to the lowest compared entry with this formula, charge and spin: 1664.56 kJ/mol

The geometry in ORCA input format:
```
! RIJCOSX wB97M-V def2-TZVPD def2/J DEFGRID3
* xyz 0 1
C 7.07 1.14 -2.10
C 6.75 -0.42 -1.85
C 5.49 -0.30 -1.06
C 5.38 0.10 0.30
C 4.05 -0.19 0.92
C 2.96 -0.45 0.16
N 1.61 -0.33 0.87
C 1.26 -0.77 1.97
O 2.29 -1.36 2.81
C -0.01 -0.74 2.38
C -0.70 0.28 1.02
N -1.81 -0.28 0.48
C -3.08 -0.49 1.50
C -4.06 -1.15 0.92
C -4.43 -0.54 -0.36
C -5.30 0.68 -0.17
O -5.03 1.83 -0.78
O -6.29 0.25 0.69
C -7.15 1.68 0.90
C -3.39 -0.37 -1.42
C -2.26 0.23 -0.63
C 0.55 0.22 0.15
O 0.69 1.10 -0.79
C 3.00 -0.62 -1.22
C 4.37 -0.71 -1.56
H 7.94 1.10 -2.61
H 6.21 1.32 -2.78
H 7.04 1.76 -1.35
H 6.69 -0.95 -2.58
H 7.52 -0.78 -0.86
H 6.07 0.20 0.89
H 3.77 0.17 1.95
H -0.52 -1.71 2.11
H -0.26 -0.33 3.13
H -0.75 1.08 1.57
H -2.64 -0.59 2.49
H -3.32 0.63 1.66
H -4.89 -1.37 1.49
H -3.77 -2.40 0.60
H -5.32 -1.36 -0.76
H -6.47 2.57 1.10
H -7.85 1.30 1.74
H -7.46 2.14 -0.05
H -3.64 0.12 -2.44
H -2.96 -1.41 -1.77
H -1.38 0.28 -1.46
H -2.62 1.35 -0.45
H 2.13 -0.88 -1.98
H 4.50 -1.00 -2.76
*
```

natural (NBO) population analysis, charges in e, atoms 1 to 5: C -0.572; C -0.305; C -0.039; C -0.152; C -0.185

---

(5)
The following is a DFT calculation (ωB97M-V/def2-TZVPD) of a gas-phase ion, C19H24N3O8 (charge -1) in a non-equilibrium geometry.

- LUMO: 2.8267 eV
- E_HOMO: -3.35 eV

The geometry in ORCA input format:
```
! RIJCOSX wB97M-V def2-TZVPD def2/J DEFGRID3
* xyz -1 1
C -0.96 -5.05 -1.12
C -0.13 -3.84 -0.86
O -1.09 -2.77 -0.88
C -0.57 -1.55 -0.61
O 0.64 -1.39 -0.54
C -1.65 -0.53 -0.58
C -1.19 0.85 -0.71
C -2.09 1.94 -1.15
N 0.09 1.06 -0.37
N 0.62 2.24 -0.55
C 1.98 2.25 -0.12
O 2.48 1.53 0.73
N 2.59 3.25 -0.82
C 3.94 3.56 -0.83
C 4.42 4.39 -1.85
C 5.77 4.72 -1.92
C 6.67 4.21 -0.95
C 6.18 3.38 0.07
C 4.82 3.04 0.13
C -2.45 -1.29 0.87
O -3.50 -0.43 1.11
C -3.56 0.69 2.02
C -3.10 -2.68 0.68
O -2.83 -3.74 1.25
O -4.18 -2.56 -0.10
C -4.98 -3.73 -0.26
C -1.36 -1.38 1.95
O -1.03 -2.31 2.66
O -0.79 -0.18 2.04
C 0.47 -0.14 2.69
H -0.30 -5.92 -1.08
H -1.75 -5.15 -0.37
H -1.42 -5.00 -2.11
H 0.36 -3.86 0.12
H 0.61 -3.67 -1.65
H -2.49 -0.76 -1.25
H -3.09 1.54 -1.39
H -2.20 2.71 -0.36
H -1.69 2.45 -2.06
H 1.98 3.69 -1.48
H 3.72 4.77 -2.60
H 6.14 5.35 -2.73
H 7.73 4.46 -1.00
H 6.87 2.98 0.83
H 4.45 2.37 0.89
H -3.94 1.53 1.44
H -4.32 0.41 2.77
H -2.59 0.94 2.48
H -5.81 -3.46 -0.90
H -4.41 -4.54 -0.72
H -5.36 -4.08 0.70
H 0.82 0.87 2.51
H 0.32 -0.33 3.75
H 1.15 -0.86 2.26
*
```

natural (NBO) population analysis, charges in e, atoms 1 to 5: C -0.628; C -0.067; O -0.550; C 0.781; O -0.566

---

(6)
The following is a DFT calculation (ωB97M-V/def2-TZVPD) of C19H24N4O3 in the gas phase.

- LUMO: 0.4155 eV
- E_HOMO: -8.15 eV
- ΔE to the lowest compared entry with this formula, charge and spin: 313.32 kJ/mol

The geometry in ORCA input format:
```
! RIJCOSX wB97M-V def2-TZVPD def2/J DEFGRID3
* xyz 0 1
C -1.50 5.46 2.97
C -1.44 4.46 1.91
C -1.36 3.63 1.06
C -1.30 2.63 -0.01
C -1.64 1.20 0.46
N -0.51 0.42 0.94
C 0.63 0.86 1.56
O 1.02 2.01 1.58
C 1.40 -0.23 2.19
N 0.98 -1.53 2.21
C 1.90 -2.21 2.85
N 2.92 -1.40 3.25
C 4.08 -1.68 3.95
C 4.94 -0.69 4.23
C 4.66 0.66 3.81
C 3.53 0.94 3.13
C 2.61 -0.11 2.83
C -2.30 0.48 -0.73
O -3.48 0.68 -0.99
N -1.50 -0.31 -1.47
C -1.99 -1.01 -2.64
C -2.80 -2.24 -2.23
O -1.90 -3.20 -1.68
C -0.81 -1.34 -3.55
C -1.19 -2.08 -4.83
C 0.00 -2.26 -5.75
H -2.17 5.14 3.77
H -0.52 5.64 3.41
H -1.88 6.42 2.59
H -2.04 2.89 -0.77
H -0.31 2.64 -0.48
H -2.41 1.27 1.22
H -0.71 -0.55 1.15
H 1.89 -3.26 3.05
H 4.23 -2.72 4.23
H 5.85 -0.92 4.77
H 5.37 1.44 4.05
H 3.27 1.94 2.79
H -0.55 -0.45 -1.17
H -2.68 -0.34 -3.16
H -3.55 -1.93 -1.51
H -3.31 -2.65 -3.11
H -2.41 -3.87 -1.23
H -0.30 -0.40 -3.80
H -0.09 -1.95 -2.98
H -1.61 -3.05 -4.57
H -1.98 -1.52 -5.34
H -0.27 -2.79 -6.66
H 0.43 -1.30 -6.04
H 0.79 -2.83 -5.26
*
```

natural (NBO) population analysis, charges in e, atoms 1 to 5: C -0.677; C 0.003; C -0.013; C -0.472; C -0.099

---

no.,electronic energy (a.u.)
1,-1073.69217
2,-1471.85699
3,-1148.85191
4,-1148.31845
5,-1504.57416
6,-1183.14325